one.
The ion C2H3FO3P with charge -1. Source: OMol25; level of theory: ωB97M-V/def2-TZVPD.

XYZ file:
```
10
Properties=species:S:1:pos:R:3:lowdin_charge:R:1
O 2.39698 -0.09691 -0.06571 -0.031
C 1.33917 -0.07938 0.53826 -0.594
C 0.82539 -0.71731 1.57082 -0.155
F 1.57244 -1.62376 2.40214 -0.121
O 0.25319 0.75916 -0.26731 -0.420
P -1.00364 0.01338 -0.91725 0.678
O -1.50931 1.02052 -2.08080 -0.396
H -0.22658 -0.76054 1.81988 0.065
H -2.05324 0.65660 0.01224 -0.048
H -1.59442 0.82823 -3.01225 0.023
```

Multiplicity   1
Charge   -1
Lowest unoccupied orbital energy   3.6 eV
Frontier orbital gap   6.764 eV


two.
A structure of composition C2H3FO3P. Source: OMol25; level of theory: ωB97M-V/def2-TZVPD.

XYZ file:
```
10
Properties=species:S:1:pos:R:3:lowdin_charge:R:1
C -0.84008 0.76209 2.08979 -0.804
C -0.00523 -0.36410 1.33393 -0.148
O -0.80076 1.74292 1.35783 -0.124
O -1.30270 0.67475 3.21120 -0.015
O -0.25576 0.63848 -1.34452 -0.438
F 1.36342 -0.98575 2.29214 -0.323
P 0.85651 0.68210 -0.03134 0.849
H -0.43336 -1.28060 0.97965 0.068
H -0.68476 1.49445 -1.58298 0.038
H 1.43144 -0.37872 -0.67321 -0.104
```

Multiplicity   1
Charge   -1
Lowest unoccupied orbital energy   3.8 eV
Frontier orbital gap   8.616 eV


Calculated relative energies: one 0.0000; two 0.0023, given in hartree


one.
A cluster of 2 separate species, C4H8NO3 in total. Source: OMol25; level of theory: ωB97M-V/def2-TZVPD.

XYZ file:
```
16
Properties=species:S:1:pos:R:3:lowdin_spin:R:1
C -0.32214 0.14565 -3.13686 0.075
C 0.08468 0.44019 -1.71045 0.067
O 0.67784 1.57495 -1.58842 0.810
O -0.09723 -0.40881 -0.85416 0.023
H -1.30463 0.68991 -3.14481 0.001
H -0.16819 -0.90048 -3.38280 0.013
H 0.37934 0.54748 -3.86015 0.003
C -0.17560 0.78568 2.16310 0.002
C 0.40549 -0.54479 2.46658 0.000
O 0.96442 -0.73728 3.53281 0.001
N 0.32152 -1.49970 1.47242 0.002
H 0.54296 -2.44193 1.72449 0.000
H 0.00514 -1.20455 0.50150 0.001
H -0.35837 0.80291 1.05023 0.002
H 0.26845 1.76966 2.31729 0.000
H -1.22369 0.98110 2.44923 0.000
```

Multiplicity   2
Lowest unoccupied orbital energy (alpha / beta)   0.4 / -4.0 eV
Frontier orbital gap (alpha / beta)   9.450 / 5.084 eV


two.
A cluster of 2 separate species, C4H8NO3 in total. Source: OMol25; level of theory: ωB97M-V/def2-TZVPD.

XYZ file:
```
16
Properties=species:S:1:pos:R:3:lowdin_spin:R:1
C -0.96204 2.63307 0.74866 0.161
C -1.06600 1.53219 1.89832 0.100
O 0.04185 0.97021 1.94405 0.626
O -2.15221 1.41290 2.48512 0.092
H -1.76908 3.36620 0.93842 0.017
H -1.00504 2.16513 -0.28959 0.003
H -0.09364 3.12710 0.82678 0.002
C 0.93281 -1.75362 0.19835 0.000
C 0.41736 -2.17133 -1.19439 0.000
O -0.52934 -2.86892 -1.42420 0.000
N 1.07181 -1.54553 -2.33748 0.000
H 0.52843 -1.55178 -3.20471 0.000
H 1.41178 -0.61151 -2.36102 0.000
H 0.40231 -0.78544 0.30694 0.000
H 1.94207 -1.40883 0.42920 0.000
H 0.82893 -2.50983 1.03555 0.000
```

Multiplicity   2
Lowest unoccupied orbital energy (alpha / beta)   0.4 / -3.7 eV
Frontier orbital gap (alpha / beta)   10.401 / 6.309 eV


Calculated relative energies: one 0.0000; two 0.0078, given in hartree


one.
A cluster of 2 separate species, C4H8NO3 in total. Source: OMol25; level of theory: ωB97M-V/def2-TZVPD.

XYZ file:
```
16
Properties=species:S:1:pos:R:3:lowdin_spin:R:1
C 2.03315 -0.58361 0.18013 0.000
C 1.09338 -1.76848 0.18970 0.000
O 1.44456 -2.87259 -0.19080 0.002
N -0.22266 -1.48670 0.37743 0.004
H -0.77310 -2.32899 0.42930 0.000
H -0.54130 -0.57022 0.66663 0.000
H 1.86417 -0.04578 -0.77164 0.000
H 3.08310 -0.71855 0.39956 0.000
H 1.64204 0.23023 0.82446 0.000
C -1.41122 1.25206 -0.91378 0.085
C -1.34921 1.79392 0.56657 0.076
O -1.09076 2.92548 0.86072 0.020
O -1.61862 0.79922 1.34171 0.795
H -0.38977 1.06560 -1.25194 0.005
H -1.80248 1.97700 -1.63611 0.013
H -1.96129 0.33141 -1.07193 0.001
```

Multiplicity   2
Lowest unoccupied orbital energy (alpha / beta)   0.5 / -3.9 eV
Frontier orbital gap (alpha / beta)   10.407 / 5.927 eV


two.
An isolated molecule of C4H8NO3. Source: OMol25; level of theory: ωB97M-V/def2-TZVPD.

XYZ file:
```
16
Properties=species:S:1:pos:R:3:lowdin_spin:R:1
O -2.37889 -1.48920 0.32202 0.004
C -2.17999 -0.67134 -0.55049 0.002
N -1.11697 0.15882 -0.56877 0.009
C -0.00519 0.03218 0.40990 0.024
C 0.56227 1.47831 0.63645 0.086
O 1.92589 1.44634 0.61053 0.723
C 0.99093 -1.09884 -0.05976 0.003
O 2.07620 -0.63025 -0.84810 0.073
H -2.89638 -0.44447 -1.35970 0.000
H -0.88775 0.69645 -1.39093 0.000
H -0.43215 -0.27868 1.37294 0.000
H 0.00192 2.13394 0.00324 0.006
H 0.22276 1.86131 1.63571 0.061
H 2.23567 0.31702 -0.47564 0.006
H 0.50462 -1.94011 -0.56764 0.004
H 1.37706 -1.57147 0.83023 0.000
```

Multiplicity   2
Lowest unoccupied orbital energy (alpha / beta)   0.6 / -2.8 eV
Frontier orbital gap (alpha / beta)   10.584 / 7.157 eV


Calculated relative energies: one 0.0000; two 0.0422, given in hartree


one.
An isolated molecule of C3H5PS. Source: OMol25; level of theory: ωB97M-V/def2-TZVPD.

XYZ file:
```
10
Properties=species:S:1:pos:R:3:lowdin_charge:R:1
C -0.20482 -1.85063 -1.05357 -0.377
C 0.38960 0.26392 0.20328 -1.129
C -0.25813 1.53505 0.65004 -0.260
P 1.54969 -0.64939 0.98097 0.746
S -0.42185 -0.25543 -1.24740 0.958
H 0.29480 -2.11451 -0.17649 -0.105
H -0.10185 -2.43378 -1.86697 -0.024
H -1.18653 1.75882 0.14806 0.036
H -0.58526 1.45722 1.74811 0.093
H 0.52435 2.28872 0.61396 0.061
```

Multiplicity   1
Lowest unoccupied orbital energy (alpha / beta)   -1.3 / -1.7 eV
Frontier orbital gap (alpha / beta)   5.781 / 5.123 eV


two.
A cluster of 2 separate species, C3H5PS in total. Source: OMol25; level of theory: ωB97M-V/def2-TZVPD.

XYZ file:
```
10
Properties=species:S:1:pos:R:3:lowdin_charge:R:1
C -3.56980 1.27333 -0.18656 -0.560
C 1.52530 -0.38818 -0.18453 -0.544
C 2.77607 -1.06080 0.06754 -0.152
P -2.86020 -0.21896 0.10175 0.534
S 0.15127 0.40881 0.06502 0.645
H -4.33686 1.42018 -0.80556 -0.106
H -3.14192 2.14897 0.34728 -0.025
H 2.74048 -2.05278 0.04368 0.029
H 3.53799 -0.77862 -0.53795 0.043
H 3.17767 -0.75195 1.08933 0.138
```

Multiplicity   1
Lowest unoccupied orbital energy (alpha / beta)   -1.2 / -1.3 eV
Frontier orbital gap (alpha / beta)   4.884 / 4.712 eV


Calculated relative energies: one 0.0000; two 0.0548, given in hartree


one.
An isolated molecule of CBrNO3. Source: OMol25; level of theory: ωB97M-V/def2-TZVPD.

XYZ file:
```
6
Properties=species:S:1:pos:R:3:lowdin_charge:R:1
O 0.84699 -0.94832 1.24430 0.198
C 0.37590 -0.12786 0.56552 -0.404
Br -0.48948 1.91266 1.42763 0.366
N -0.09178 -0.24612 -0.79922 -0.427
O -1.23105 0.13496 -0.83163 0.072
O 0.58943 -0.72532 -1.60660 0.195
```

Multiplicity   1
Lowest unoccupied orbital energy   -2.2 eV
Frontier orbital gap   8.577 eV


two.
A structure of composition CBrNO3. Source: OMol25; level of theory: ωB97M-V/def2-TZVPD.

XYZ file:
```
6
Properties=species:S:1:pos:R:3:lowdin_charge:R:1
C 1.29249 0.85644 -0.26348 -0.621
N -0.90988 -2.11462 0.43514 0.186
O 1.42574 1.85016 0.26168 0.198
O -1.52100 -1.22286 0.79197 -0.241
O 1.41915 -0.15578 -0.74502 0.173
Br -1.70649 0.78667 -0.48028 0.305
```

Multiplicity   1
Lowest unoccupied orbital energy (alpha / beta)   -1.4 / -2.7 eV
Frontier orbital gap (alpha / beta)   9.347 / 7.267 eV


Calculated relative energies: one 0.0771; two 0.0000, given in hartree


one.
An isolated molecule of C7H4. Source: OMol25; level of theory: ωB97M-V/def2-TZVPD.

XYZ file:
```
11
Properties=species:S:1:pos:R:3:lowdin_charge:R:1
C -0.87346 0.30683 -0.62729 0.010
C -0.51582 -0.67021 -1.25924 -0.052
C 0.13667 -2.13221 -1.28575 -0.037
C 0.76640 -1.93566 -0.17967 -0.112
C 1.19596 -1.34920 0.88595 -0.050
C 1.09772 -0.21773 1.55856 -0.039
C 0.55162 1.00348 1.16112 -0.056
H -1.54243 1.16797 -0.48340 0.072
H 0.32152 -2.71959 -2.16709 0.087
H -0.47596 1.05102 1.53082 0.043
H 1.06281 2.00183 0.70012 0.135
```

Multiplicity   1
Lowest unoccupied orbital energy   -0.1 eV
Frontier orbital gap   8.333 eV


two.
An isolated molecule of C7H4. Source: OMol25; level of theory: ωB97M-V/def2-TZVPD.

XYZ file:
```
11
Properties=species:S:1:pos:R:3:lowdin_charge:R:1
C 0.85547 -0.57355 -0.53359 -0.373
C 1.38496 -1.39808 -1.37594 0.246
C -1.67778 -0.46539 -0.61586 0.056
C -1.38774 0.06709 0.54995 0.042
C 0.96733 0.21203 0.76403 -0.059
C -0.26929 1.02448 0.40642 -0.139
C -0.39105 0.13324 -0.78992 -0.235
H -1.88375 -1.31380 -1.10233 0.079
H 0.98292 -0.44066 1.59932 0.117
H 1.92254 0.67178 0.68566 0.114
H -0.50363 2.08286 0.41226 0.150
```

Multiplicity   1
Lowest unoccupied orbital energy   -0.5 eV
Frontier orbital gap   8.000 eV


Calculated relative energies: one 0.0000; two 0.0334, given in hartree